--- one ---
{
  "formula": "C2H2FNO",
  "method": "ωB97M-V with the def2-TZVPD basis set",
  "symbols": ["N", "C", "C", "O", "F", "H", "H"],
  "xyz": [[-1.813, 1.168, 0.792], [-0.983, 0.661, 0.195], [0.248, 0.020, -0.421], [1.105, -0.315, 0.607], [-0.085, -1.096, -1.175], [0.885, 0.714, -0.989], [0.643, -1.153, 0.991]],
  "homo_ev": -12.2614,
  "total_charge": 0,
  "smiles": "N#C[C@@H](O)F"
}

***

--- two ---
{
  "formula": "C2H2FNO",
  "method": "ωB97M-V with the def2-TZVPD basis set",
  "symbols": ["C", "C", "N", "O", "F", "H", "H"],
  "xyz": [[0.978, 0.465, 0.122], [0.027, -0.564, 0.396], [1.679, 1.328, -0.144], [-1.397, 0.113, -0.689], [0.276, -1.751, -0.101], [-0.460, -0.580, 1.366], [-1.103, 0.988, -0.949]],
  "homo_ev": -11.3738,
  "total_charge": 0
}

***

Which structure is the least stable? The one labeled two.

***

--- one ---
{
  "formula": "C2H2FNO",
  "method": "ωB97M-V with the def2-TZVPD basis set",
  "symbols": ["C", "C", "N", "O", "F", "H", "H"],
  "xyz": [[1.150, -0.341, 0.515], [-0.036, 0.259, -0.372], [0.427, -1.144, -0.144], [-1.061, 0.729, 0.341], [-2.443, 0.082, -0.164], [1.855, -0.163, 1.157], [0.108, 0.579, -1.334]],
  "homo_ev": [-10.6635, -10.6644],
  "total_charge": 0
}

***

--- two ---
{
  "formula": "C2H2FNO",
  "method": "ωB97M-V with the def2-TZVPD basis set",
  "symbols": ["C", "C", "N", "O", "F", "H", "H"],
  "xyz": [[0.374, 0.744, -1.685], [-0.902, -0.326, 1.649], [-0.356, 1.428, -1.141], [-0.279, -1.276, 1.592], [1.128, -1.358, 0.504], [1.065, 0.119, -2.180], [-1.030, 0.670, 1.260]],
  "homo_ev": [-10.7005, -9.4512],
  "total_charge": 0
}

***

Which structure is the least stable? The one labeled one.

***

--- one ---
{
  "formula": "C2H7NO3S2",
  "method": "ωB97M-V with the def2-TZVPD basis set",
  "symbols": ["C", "C", "N", "O", "O", "O", "S", "S", "H", "H", "H", "H", "H", "H", "H"],
  "xyz": [[1.672, -0.148, -1.245], [1.633, -0.722, 0.177], [-1.480, 1.330, 0.045], [-0.264, -0.634, 2.196], [-0.920, -1.808, 0.066], [-1.987, 1.661, 1.291], [-2.572, 0.863, -1.051], [-0.276, -0.676, 0.741], [1.467, -0.777, -2.128], [0.861, 0.672, -1.269], [2.750, 0.153, -1.468], [2.080, -0.071, 0.922], [1.693, -1.837, 0.409], [-1.136, 2.027, 1.820], [-3.522, -0.033, -0.506]],
  "homo_ev": [-8.5402, -8.6701],
  "total_charge": 0
}

***

--- two ---
{
  "formula": "C2H7NO3S2",
  "method": "ωB97M-V with the def2-TZVPD basis set",
  "symbols": ["C", "N", "C", "S", "S", "O", "O", "O", "H", "H", "H", "H", "H", "H", "H"],
  "xyz": [[2.013, 0.101, 0.356], [0.835, -0.650, -0.268], [-0.348, -0.693, 0.534], [-1.180, -2.305, 0.145], [-1.410, 0.720, 0.175], [-2.853, 0.494, 0.358], [-0.835, 1.836, 0.824], [-1.017, 0.950, -1.437], [1.743, 1.147, 0.612], [2.365, -0.447, 1.213], [2.742, -0.059, -0.424], [0.507, -0.178, -1.183], [-0.130, -0.729, 1.529], [-2.013, -1.945, -0.828], [-0.419, 1.758, -1.606]],
  "homo_ev": -9.2463,
  "total_charge": 0,
  "smiles": "CN[C@H](S)S(=O)(=O)O"
}

***

Which structure is the least stable? The one labeled one.

***

--- one ---
{
  "formula": "Cl2H3N2OP",
  "method": "ωB97M-V with the def2-TZVPD basis set",
  "symbols": ["N", "N", "P", "O", "Cl", "Cl", "H", "H", "H"],
  "xyz": [[0.343, -1.525, 0.401], [-0.335, -0.418, 0.876], [-0.264, 0.999, -0.473], [0.704, 0.522, -1.484], [0.337, 2.696, 0.492], [-1.979, 1.584, -1.268], [-0.182, -2.169, -0.196], [1.250, -1.479, -0.104], [0.127, -0.211, 1.756]],
  "homo_ev": -9.6746,
  "total_charge": 0,
  "smiles": "NNP(=O)(Cl)Cl"
}

***

--- two ---
{
  "formula": "Cl2H3N2OP",
  "method": "ωB97M-V with the def2-TZVPD basis set",
  "symbols": ["N", "N", "O", "P", "Cl", "Cl", "H", "H", "H"],
  "xyz": [[-0.297, 0.350, -0.271], [-0.216, 0.107, 0.970], [1.995, 0.024, -0.993], [2.737, -0.047, 0.331], [3.913, -1.624, -0.061], [4.099, 1.531, 0.072], [-0.812, 1.168, -0.488], [0.896, -0.075, -0.751], [0.316, -0.801, 1.156]],
  "homo_ev": -9.4145,
  "total_charge": 0
}

***

Which structure is the least stable? The one labeled two.